[1]
Below is a molecular structure, C5H11NO2 in a non-equilibrium geometry, with properties calculated with ωB97M-V/def2-TZVPD.

Computed properties:
E_tot: -402.159156 hartree
HOMO level: -8.98 eV
Gap between HOMO and LUMO: 9.67 eV
LUMO: 0.7 eV
Energy relative to the best compared isomer or geometry (same formula, charge and spin): 574.9 kJ/mol
Strongest force on any atom: 7.6 eV Å⁻¹

Element x y z (Å)
C: 0.7271 -0.3425 -0.7134
C: 1.2374 0.8938 0.0063
C: -0.7978 -0.5837 -0.2205
C: -1.5828 0.8391 -0.4177
C: -0.7068 -0.8263 1.2779
H: 1.2964 -2.3105 -1.2195
H: 2.5190 -1.2463 -0.3150
H: 0.8125 0.0598 -1.7188
H: -1.4070 -1.3866 -0.7572
H: -2.6656 0.3833 -0.4705
H: -1.1583 1.6489 -1.5315
H: -1.5403 1.4201 0.8361
H: -1.8220 -0.8419 1.7076
H: -0.2939 -1.8810 1.7118
H: -0.0452 0.1521 1.4933
H: 1.1490 2.6865 0.2604
N: 1.5371 -1.4719 -0.5987
O: 2.2357 0.6446 0.8536
O: 0.5054 2.1626 -0.1841

[2]
Below is a molecular structure, C18H43Cl2F5OP2TeTi in a non-equilibrium geometry, with properties calculated with ωB97M-V/def2-TZVPD.

Computed properties:
E_tot: -4006.998239 hartree
Multiplicity: 2
HOMO level (alpha / beta): -1.95 / -1.97 eV
Gap between HOMO and LUMO (alpha / beta): 3.74 / 3.76 eV
LUMO (alpha / beta): 1.8 / 1.8 eV
Charge: -1
Energy relative to the best compared isomer or geometry (same formula, charge and spin): 0.0 kJ/mol
Strongest force on any atom: 4.1 eV Å⁻¹

Element x y z (Å)
Ti: 0.2402 -0.9420 0.2433
Cl: 0.2247 -0.0756 -1.8281
P: -0.5684 -3.1659 -0.2563
C: 0.6906 -3.9946 -1.3301
C: -1.0101 -4.2111 1.1956
C: -1.9914 -2.9806 -1.4304
C: 2.0785 -3.3759 -1.1517
H: 0.3503 -3.7687 -2.3573
C: 0.7320 -5.5160 -1.1591
H: 1.0376 -5.8035 -0.1452
H: 1.4828 -5.9107 -1.8575
H: -0.2243 -5.9970 -1.3953
H: 2.0881 -2.2996 -1.3822
H: 2.7592 -3.8717 -1.8583
H: 2.4732 -3.5225 -0.1357
H: -1.5156 -2.4941 -2.3019
C: -3.0981 -2.0521 -0.9155
C: -2.5653 -4.3272 -1.8831
H: -1.8599 -4.8970 -2.5008
H: -3.4547 -4.1302 -2.4950
H: -2.8779 -4.9460 -1.0306
H: -2.7155 -1.1384 -0.4426
H: -3.7516 -2.5688 -0.2015
H: -3.7099 -1.7523 -1.7778
C: 0.1635 -4.3196 2.1813
H: -1.2202 -5.2102 0.7712
C: -2.2578 -3.6997 1.9309
H: 1.0927 -4.6688 1.7147
H: -0.1117 -5.0518 2.9558
H: 0.3750 -3.3610 2.6757
H: -2.1750 -2.6329 2.1895
H: -2.3644 -4.2682 2.8651
H: -3.1746 -3.8573 1.3501
Cl: -1.3364 0.1472 1.4587
H: 0.0684 2.3404 -0.0474
P: 0.2558 3.6995 -0.3818
C: -0.8879 3.8514 -1.7733
C: -0.1912 4.4640 1.1951
C: 1.9863 3.6207 -0.9130
C: -2.0662 2.8705 -1.6627
H: -0.2586 3.5398 -2.6264
C: -1.3734 5.2770 -2.0356
H: -2.0073 5.6561 -1.2240
H: -1.9779 5.2606 -2.9517
H: -0.5403 5.9729 -2.1934
H: -1.7222 1.8306 -1.5968
H: -2.6809 2.9650 -2.5661
H: -2.7038 3.0943 -0.7961
H: 1.8948 3.1210 -1.8952
C: 2.8739 2.7242 -0.0208
C: 2.5704 5.0161 -1.1419
H: 2.1203 5.4975 -2.0204
H: 3.6469 4.9206 -1.3282
H: 2.4269 5.6703 -0.2718
H: 2.3794 2.3457 0.8817
H: 3.7731 3.2676 0.3015
H: 3.1985 1.8313 -0.5728
C: -1.6707 4.2094 1.4989
H: -0.0095 5.5437 1.0602
C: 0.7042 3.9189 2.3127
H: -2.3399 4.7255 0.8007
H: -1.9007 4.5772 2.5066
H: -1.8932 3.1338 1.4857
H: 0.7397 2.8213 2.3191
H: 0.3054 4.2289 3.2855
H: 1.7308 4.2948 2.2386
F: 3.1510 -2.8311 1.9266
Te: 2.9694 -0.8904 2.4335
F: 2.3149 0.9055 2.6108
F: 3.7482 -0.5077 4.2419
F: 1.2207 -1.3607 3.1704
F: 4.4010 -0.2109 1.2960
O: 1.9382 -0.7319 0.7581

[3]
Below is 3 unconnected molecules or ions with the total composition C5H12O2 in a non-equilibrium geometry, with properties calculated with ωB97M-V/def2-TZVPD.

Computed properties:
E_tot: -348.125911 hartree
Structure (SMILES): C=CC(=C)C.O.O
HOMO level: -8.99 eV
Gap between HOMO and LUMO: 9.36 eV
LUMO: 0.4 eV
Energy relative to the best compared isomer or geometry (same formula, charge and spin): 207.2 kJ/mol
Strongest force on any atom: 1.9 eV Å⁻¹

Element x y z (Å)
C: 2.8429 0.0172 1.2099
C: 1.7652 0.3477 1.9223
C: 0.6257 1.1975 1.6281
C: -0.3558 1.3444 2.5259
C: 0.6176 1.9312 0.2859
H: 3.0975 0.5226 0.2791
H: 3.5960 -0.7052 1.4892
H: 1.7466 -0.0097 2.9565
H: -1.2854 1.8879 2.4405
H: -0.2706 0.6899 3.3952
H: 1.5194 1.6554 -0.2389
H: -0.3372 1.6689 -0.1702
H: 0.5378 2.9962 0.5292
O: -2.4482 -2.2329 -4.1885
H: -1.7140 -2.2354 -3.5714
H: -3.0942 -1.7882 -3.6252
O: -1.6480 -1.6424 -1.6054
H: -2.1150 -2.0795 -0.9034
H: -1.5694 -0.7452 -1.2490

[4]
Below is C4H10N4 in the gas phase in a non-equilibrium geometry, with properties calculated with ωB97M-V/def2-TZVPD.

Computed properties:
E_tot: -377.305815 hartree
Structure (SMILES): NC[C@@H]1CN=CNN1
HOMO level: -8.90 eV
Gap between HOMO and LUMO: 9.64 eV
LUMO: 0.7 eV
Energy relative to the best compared isomer or geometry (same formula, charge and spin): 370.2 kJ/mol
Strongest force on any atom: 4.8 eV Å⁻¹

Element x y z (Å)
N: 2.0948 -0.0774 0.2522
C: 1.1279 -0.6149 1.1690
C: -0.3927 -0.4508 0.8825
C: -0.9769 -1.1816 -0.2767
N: -0.6730 -0.6119 -1.6229
C: -0.3506 0.6540 -1.3979
N: -0.4285 1.4926 -0.2978
N: -0.7793 0.9559 0.8807
H: 2.9352 0.2246 0.8823
H: 2.3408 -0.9629 -0.5186
H: 1.1698 -0.0770 2.1689
H: 1.3109 -1.7108 1.3783
H: -1.0925 -0.8877 1.6397
H: -2.1271 -1.1584 -0.2924
H: -0.8476 -2.3625 -0.3291
H: -0.2745 1.2446 -2.3675
H: 0.4828 1.9358 -0.0840
H: -1.8417 1.0008 0.7752

[5]
Below is 2 unconnected molecules or ions with the total composition C4H15N2OS in a non-equilibrium geometry, with properties calculated with ωB97M-V/def2-TZVPD.

Computed properties:
E_tot: -744.108311 hartree
HOMO level: -12.07 eV
Gap between HOMO and LUMO: 9.03 eV
LUMO: -3.0 eV
Charge: +1
Energy relative to the best compared isomer or geometry (same formula, charge and spin): 13.3 kJ/mol
Strongest force on any atom: 1.9 eV Å⁻¹

Element x y z (Å)
N: 1.0227 0.9054 1.7044
C: 0.2463 0.9584 0.4320
C: -0.6295 -0.2962 0.2409
C: -1.8126 -0.0302 -0.6709
S: -2.3978 -1.6155 -1.4655
C: 1.1947 1.2271 -0.7015
N: 1.9609 2.4408 -0.4404
H: 0.4580 0.8396 2.5550
H: 1.6135 1.7533 1.6482
H: 1.6840 0.1099 1.6896
H: -0.4625 1.7757 0.5524
H: -0.9330 -0.7244 1.1978
H: 0.0368 -1.0061 -0.2341
H: -1.5467 0.6370 -1.4824
H: -2.6951 0.2365 -0.1136
H: -2.0365 -2.3672 -0.4176
H: 1.8522 0.3847 -0.9238
H: 0.5879 1.3180 -1.5962
H: 2.9492 2.3295 -0.5876
H: 1.5523 3.2591 -0.8490
H: 1.7885 -2.4671 1.2487
H: 2.9208 -1.8347 2.0428
O: 1.9893 -1.6895 1.7962

[6]
Below is 2 unconnected molecules or ions with the total composition C9H16N2O3 in a non-equilibrium geometry, with properties calculated with ωB97M-V/def2-TZVPD.

Computed properties:
E_tot: -687.444916 hartree
Multiplicity: 3
HOMO level (alpha / beta): -6.11 / -9.82 eV
Gap between HOMO and LUMO (alpha / beta): 7.08 / 8.79 eV
LUMO (alpha / beta): 1.0 / -1.0 eV
Energy relative to the best compared isomer or geometry (same formula, charge and spin): 153.0 kJ/mol
Strongest force on any atom: 4.5 eV Å⁻¹

Element x y z (Å)
C: -1.2206 1.5145 0.1529
C: 3.1932 -0.1784 -0.3060
C: 2.2624 0.5436 -1.2098
C: 2.6164 -0.2805 1.1294
C: 0.8954 -0.1158 -1.2272
C: 1.3025 -1.0666 1.1139
C: 0.3516 -0.2454 0.1713
C: -2.0293 2.3192 1.1919
C: -3.5658 -1.2029 -0.8385
N: -1.3059 -1.7193 -0.3390
N: -2.4032 -0.9347 -0.0206
O: -1.3439 1.5941 -1.0689
O: -2.0947 -2.0587 0.8209
O: -0.2892 0.7580 0.8473
H: 3.5108 -1.0829 -0.9198
H: 4.2245 0.1629 -0.0423
H: 2.1598 1.5013 -0.9174
H: 2.7404 0.4279 -2.1850
H: 3.2435 -0.7129 1.9542
H: 2.3980 0.6990 1.3803
H: 0.1878 0.4800 -1.8780
H: 1.0100 -1.1015 -1.8030
H: 1.5579 -2.0882 0.7921
H: 0.8326 -1.1047 2.1158
H: -1.4763 3.1778 1.4321
H: -2.1687 1.8160 2.0785
H: -2.9793 2.6114 0.6086
H: -3.4310 -0.5750 -1.6542
H: -3.7812 -2.1880 -1.1353
H: -4.3981 -0.9500 -0.2444